C21H43BF3NO3P | wB97M-V/def2-TZVPD

Last column: Mulliken charge in e.
Atoms and positions in Å:
1 C 3.206 2.206 1.637  -0.82
2 C 2.785 2.418 0.092  -0.21
3 B 2.547 0.965 -0.672  0.50
4 O 3.602 0.566 -1.585  -0.73
5 P 0.933 -0.045 -0.287  1.77
6 C 2.060 -1.508 0.214  -1.09
7 C 1.628 -2.150 1.650  -0.55
8 C 0.537 -3.317 1.531  1.01
9 C -0.817 -2.894 2.342  -0.89
10 C 1.118 -4.710 2.146  -1.41
11 C -0.235 1.429 -0.696  -0.89
12 C -0.835 2.189 0.576  -0.09
13 C -2.420 2.421 0.546  0.79
14 F -2.672 3.748 1.063  -0.32
15 F -3.021 1.520 1.458  -0.26
16 F -3.004 2.406 -0.737  -0.24
17 C 0.705 -0.633 -2.098  -0.06
18 C 0.931 0.323 -3.334  -0.24
19 C 0.643 -0.367 -4.680  -0.52
20 C 0.221 -1.827 -4.865  -0.32
21 N 0.023 -2.660 -3.739  -0.64
22 C 0.241 -2.056 -2.481  -0.37
23 H 3.823 1.235 1.726  0.21
24 H 3.877 3.038 2.045  0.35
25 H 2.263 2.159 2.292  0.09
26 H 3.680 2.965 -0.403  0.29
27 H 1.896 3.124 -0.005  0.13
28 H 3.704 1.272 -2.260  0.29
29 H -0.228 -0.825 0.145  0.03
30 H 1.062 0.438 1.101  -0.51
31 H 3.109 -1.051 0.421  0.21
32 H 2.229 -2.309 -0.577  0.42
33 H 2.582 -2.642 2.084  0.42
34 H 1.272 -1.348 2.376  -0.12
35 H 0.205 -3.571 0.472  -0.17
36 H -0.801 -3.347 3.391  0.25
37 H -1.726 -3.244 1.732  0.26
38 H -0.871 -1.747 2.342  0.10
39 H 2.025 -4.972 1.505  0.37
40 H 0.315 -5.500 1.886  0.37
41 H 1.330 -4.645 3.262  0.32
42 H 0.355 2.196 -1.321  0.14
43 H -1.037 1.011 -1.415  0.24
44 H -0.368 3.245 0.577  0.23
45 H -0.590 1.723 1.586  -0.26
46 H 1.230 1.411 -3.253  0.29
47 H 0.756 0.268 -5.629  0.19
48 H 0.025 -2.267 -5.906  0.31
49 H 0.040 -2.741 -1.577  0.11
50 C -4.245 0.889 -5.799  -1.46
51 C -2.874 1.299 -5.284  0.70
52 C -2.781 2.805 -5.097  -1.34
53 O -1.874 0.873 -6.207  -0.47
54 H -4.449 1.344 -6.774  0.36
55 H -4.294 -0.194 -5.939  0.35
56 H -5.033 1.187 -5.103  0.36
57 H -2.673 0.798 -4.334  0.15
58 H -2.934 3.327 -6.048  0.38
59 H -1.787 3.086 -4.738  0.30
60 H -3.525 3.161 -4.380  0.37
61 H -2.042 1.310 -7.053  0.31
62 C -0.705 0.631 5.236  -1.05
63 C -0.021 -0.637 5.725  0.57
64 C 0.236 -0.584 7.224  -1.46
65 O 1.215 -0.803 5.038  -0.48
66 H -0.077 1.509 5.421  0.33
67 H -0.872 0.583 4.156  0.07
68 H -1.667 0.778 5.733  0.40
69 H -0.643 -1.504 5.490  0.21
70 H 0.895 0.253 7.478  0.36
71 H 0.737 -1.495 7.560  0.35
72 H -0.698 -0.473 7.781  0.37
73 H 1.774 -0.041 5.239  0.32

Values from the calculation:
Frontier orbital gap (eV): 6.22
Energy (eV): -48219.2076
Charge: -1
LUMO energy (eV): 2.7030
Molar mass (g/mol): 456.359



C24H31N3O3 | wB97M-V/def2-TZVPD

Last column: Mulliken charge in e.
Atoms and positions in Å:
1 C -1.767 -1.727 -3.225  -1.36
2 C -0.617 -2.126 -2.295  -0.57
3 C 0.247 -0.943 -1.939  0.96
4 C 0.816 -0.197 -2.962  -0.71
5 C 1.593 0.911 -2.687  -1.28
6 C 1.786 1.303 -1.377  -0.83
7 C 1.254 0.569 -0.324  1.07
8 C 1.546 1.012 1.074  -2.10
9 C 0.502 -0.570 -0.612  0.13
10 N 0.072 -1.427 0.446  1.09
11 C -1.196 -1.495 0.905  0.03
12 O -1.564 -2.363 1.677  -0.69
13 C -2.191 -0.448 0.393  -0.11
14 N -1.980 0.873 0.924  0.36
15 C -2.254 2.043 0.264  1.12
16 C -2.927 2.074 -1.071  -1.37
17 O -2.101 1.691 -2.151  -0.16
18 C -1.207 2.709 -2.534  -0.75
19 N -1.966 3.107 0.957  -0.90
20 C -1.501 2.650 2.163  0.64
21 C -1.070 3.353 3.282  -0.72
22 C -0.698 2.625 4.391  -0.52
23 C -0.764 1.230 4.404  -0.85
24 C -1.182 0.511 3.303  -0.54
25 C -1.532 1.235 2.172  0.36
26 C 0.972 -2.501 0.899  0.07
27 C 1.473 -2.256 2.322  -1.51
28 C 2.148 -2.727 -0.049  -1.07
29 O 3.071 -1.668 0.042  -0.23
30 C 4.081 -1.736 -0.927  -0.86
31 H -1.405 -1.534 -4.232  0.40
32 H -2.255 -0.821 -2.871  0.25
33 H -2.501 -2.527 -3.277  0.41
34 H -0.008 -2.885 -2.798  0.54
35 H -1.025 -2.584 -1.392  0.24
36 H 0.656 -0.499 -3.987  0.38
37 H 2.043 1.472 -3.493  0.37
38 H 2.377 2.179 -1.156  0.51
39 H 2.594 0.822 1.301  0.46
40 H 0.934 0.489 1.801  0.05
41 H 1.366 2.082 1.175  0.54
42 H -2.130 -0.384 -0.695  -0.22
43 H -3.186 -0.813 0.683  0.27
44 H -3.768 1.372 -1.072  0.36
45 H -3.310 3.091 -1.225  0.45
46 H -0.626 2.313 -3.363  0.20
47 H -0.538 2.981 -1.712  0.30
48 H -1.754 3.602 -2.857  0.36
49 H -1.043 4.431 3.272  0.46
50 H -0.361 3.139 5.278  0.40
51 H -0.487 0.700 5.304  0.43
52 H -1.254 -0.564 3.333  0.58
53 H 0.365 -3.417 0.905  0.63
54 H 0.634 -2.059 2.982  0.34
55 H 1.988 -3.145 2.676  0.51
56 H 2.164 -1.421 2.341  0.27
57 H 1.795 -2.832 -1.084  0.39
58 H 2.637 -3.674 0.235  0.60
59 H 4.661 -2.663 -0.835  0.30
60 H 4.732 -0.882 -0.759  0.25
61 H 3.662 -1.680 -1.940  0.29

Values from the calculation:
Frontier orbital gap (eV): 9.21
Energy (eV): -36004.4542
LUMO energy (eV): 0.7161
Relative energy (zero: lowest compared OMol25 entry of this formula, charge and spin) (kcal per mole): 32.9
Molar mass (g/mol): 409.530



C39H42N13O2PbS4 | wB97M-V/def2-TZVPD

Last column: Mulliken charge in e.
Atoms and positions in Å:
1 Pb -0.050 0.085 0.400  1.23
2 C 6.383 -1.521 1.323  -1.14
3 C 5.435 -2.695 1.067  -0.68
4 N 4.110 -2.487 1.642  0.29
5 C 3.851 -3.090 2.940  -0.89
6 C 4.220 -2.191 4.119  -0.93
7 C 3.211 -1.681 0.999  0.30
8 S 1.747 -1.390 1.856  -0.53
9 N 3.656 -1.241 -0.179  0.03
10 C 3.077 -0.567 -1.170  -0.72
11 O 1.916 -0.147 -1.319  -0.26
12 C 4.025 -0.327 -2.331  0.42
13 C 3.508 0.083 -3.557  -0.26
14 C 4.336 0.273 -4.653  -0.91
15 C 5.701 0.053 -4.540  -0.34
16 C 6.228 -0.348 -3.321  -0.78
17 C 5.398 -0.528 -2.225  0.07
18 H 7.299 -1.627 0.739  0.33
19 H 6.654 -1.459 2.377  0.37
20 H 5.886 -0.595 1.039  0.24
21 H 5.850 -3.609 1.495  0.41
22 H 5.316 -2.834 -0.006  0.44
23 H 4.411 -4.026 2.991  0.49
24 H 2.789 -3.323 2.996  0.33
25 H 5.283 -1.954 4.119  0.29
26 H 3.977 -2.689 5.059  0.40
27 H 3.649 -1.265 4.063  0.19
28 H 2.440 0.223 -3.654  0.25
29 H 3.914 0.581 -5.603  0.42
30 H 6.348 0.190 -5.398  0.38
31 H 7.291 -0.533 -3.224  0.42
32 H 5.804 -0.837 -1.273  0.42
33 S -1.722 1.539 1.980  -0.41
34 C -0.645 2.057 3.248  0.37
35 C -1.199 2.314 4.504  -0.97
36 C -0.427 2.748 5.574  0.55
37 C -1.047 3.008 6.829  -0.12
38 N -1.579 3.221 7.828  -0.60
39 C 0.957 2.935 5.394  0.47
40 C 1.516 2.684 4.146  -1.37
41 C 0.748 2.248 3.067  0.65
42 S 1.542 1.986 1.537  -0.50
43 C 1.764 3.374 6.482  -0.08
44 N 2.417 3.734 7.359  -0.60
45 H -2.263 2.169 4.632  0.53
46 H 2.577 2.832 4.000  0.48
47 C 1.370 4.215 -2.589  -0.90
48 C 1.373 3.179 -1.439  -0.43
49 N 0.119 2.442 -1.458  1.02
50 C -0.113 1.900 -2.792  1.88
51 C -0.445 3.056 -3.758  -0.83
52 N -0.042 4.328 -3.073  0.12
53 C -0.958 4.588 -1.914  -0.89
54 C -0.982 3.300 -1.054  -0.38
55 H 1.986 3.892 -3.428  0.34
56 H 1.705 5.196 -2.254  0.36
57 H 1.484 3.652 -0.465  0.58
58 H 2.193 2.469 -1.545  -0.16
59 H -0.941 1.186 -2.753  -0.50
60 H 0.782 1.358 -3.089  -0.90
61 H -1.515 3.107 -3.958  0.34
62 H 0.092 2.981 -4.703  0.34
63 H -0.108 5.098 -3.731  0.28
64 H -1.946 4.840 -2.300  0.37
65 H -0.563 5.439 -1.359  0.33
66 H -1.911 2.746 -1.192  0.27
67 H -0.887 3.530 0.007  0.20
68 N -0.605 -3.529 2.128  -0.13
69 C -1.752 -2.844 2.163  0.29
70 N -2.090 -1.871 1.384  0.43
71 C -3.396 -1.476 1.597  -0.87
72 C -4.080 -0.500 0.881  0.22
73 C -5.408 -0.247 1.176  -1.01
74 C -6.064 -0.939 2.190  -0.74
75 C -5.395 -1.901 2.932  -0.34
76 C -4.073 -2.164 2.618  0.83
77 S -3.011 -3.350 3.331  -0.41
78 H 0.083 -3.337 1.395  -0.08
79 H -0.367 -4.152 2.875  0.21
80 H -3.556 0.049 0.110  0.57
81 H -5.942 0.503 0.606  0.44
82 H -7.104 -0.727 2.400  0.37
83 H -5.896 -2.443 3.723  0.38
84 O -2.251 -0.187 -2.454  -0.58
85 N -3.475 0.045 -2.662  -0.43
86 C -4.357 -0.904 -2.405  0.78
87 C -5.724 -0.639 -2.696  -0.01
88 N -6.835 -0.465 -2.950  -0.59
89 C -4.057 -2.206 -1.913  0.37
90 N -3.789 -3.262 -1.539  -0.70
91 C 1.358 -4.478 -3.647  -1.00
92 N 0.307 -3.995 -2.774  0.16
93 C -1.053 -4.023 -3.284  -0.73
94 C 0.539 -3.891 -1.481  0.36
95 N 0.798 -3.801 -0.357  -0.62
96 H 1.206 -5.533 -3.902  0.30
97 H 2.323 -4.371 -3.157  0.34
98 H 1.365 -3.896 -4.571  0.31
99 H -1.297 -5.019 -3.669  0.30
100 H -1.161 -3.297 -4.093  0.31
101 H -1.758 -3.770 -2.499  0.13

Values from the calculation:
Frontier orbital gap (eV): 5.29
Energy (eV): -113180.1525
Charge: -1
LUMO energy (eV): 0.8280
Molar mass (g/mol): 1060.322



C44H80B2F7N6O12S2 | wB97M-V/def2-TZVPD

Last column: Mulliken spin population.
Atoms and positions in Å:
1 C 4.382 6.055 -4.873  0.00
2 C 3.145 6.411 -4.020  0.00
3 S 2.682 5.081 -2.870  0.00
4 C 1.537 4.104 -3.916  0.00
5 C 0.423 3.395 -3.135  0.00
6 C 1.025 2.429 -2.078  0.00
7 C 2.233 1.639 -2.484  0.00
8 O 3.377 1.922 -2.195  0.00
9 O 1.931 0.508 -3.175  0.00
10 N -0.162 4.440 -2.233  0.00
11 C -1.297 3.801 -1.683  0.00
12 O -1.669 3.921 -0.551  0.00
13 C -1.948 2.901 -2.802  0.00
14 B -2.333 1.443 -2.170  0.00
15 N -3.095 0.478 -2.958  0.00
16 O -1.886 1.148 -0.922  0.00
17 S -3.597 3.552 -3.065  0.00
18 O -4.260 3.046 -4.218  0.00
19 O -4.292 3.271 -1.833  0.00
20 C -3.607 5.414 -3.154  0.00
21 F -2.390 5.957 -2.985  0.00
22 F -4.027 5.754 -4.386  0.00
23 C -4.555 6.084 -2.123  0.00
24 F -4.192 5.786 -0.869  0.00
25 F -4.334 7.414 -2.286  0.00
26 C -6.089 5.836 -2.366  0.00
27 F -6.638 6.949 -2.889  0.00
28 F -6.677 5.601 -1.185  0.00
29 F -6.313 4.827 -3.207  0.00
30 C -0.847 2.924 -3.913  0.00
31 C -0.612 1.506 -4.500  0.00
32 C 0.309 1.491 -5.710  0.00
33 O 0.986 0.229 -5.783  0.00
34 C 2.007 0.215 -6.657  0.00
35 O 2.028 0.891 -7.670  0.00
36 C 3.144 -0.687 -6.295  0.00
37 C 2.719 -2.081 -5.838  0.00
38 B -1.319 3.762 -5.205  0.00
39 N -1.040 5.148 -5.496  0.00
40 O -2.084 3.076 -6.094  0.00
41 H 4.708 5.056 -4.633  0.00
42 H 4.108 6.047 -5.921  0.00
43 H 5.167 6.776 -4.712  0.00
44 H 2.301 6.675 -4.643  0.00
45 H 3.335 7.273 -3.400  0.00
46 H 1.150 4.811 -4.635  0.00
47 H 2.142 3.412 -4.488  0.00
48 H 1.333 3.048 -1.252  0.00
49 H 0.304 1.719 -1.681  0.00
50 H 2.672 0.331 -3.760  0.00
51 H -0.326 5.335 -2.662  0.00
52 H -3.748 -0.038 -2.383  0.00
53 H -2.492 -0.168 -3.444  0.00
54 H -2.465 0.514 -0.500  0.00
55 H -0.210 0.810 -3.769  0.00
56 H -1.551 1.077 -4.819  0.00
57 H 1.014 2.311 -5.760  0.00
58 H -0.299 1.569 -6.598  0.00
59 H 3.741 -0.238 -5.505  0.00
60 H 3.774 -0.784 -7.162  0.00
61 H 2.069 -2.058 -4.975  0.00
62 H 3.611 -2.613 -5.529  0.00
63 H 2.296 -2.663 -6.641  0.00
64 H -0.646 5.676 -4.732  0.00
65 H -1.877 5.651 -5.764  0.00
66 H -2.541 3.665 -6.694  0.00
67 C 2.438 -0.581 3.707  0.03
68 C 1.208 -0.034 4.486  0.01
69 C 0.002 -0.982 4.360  0.04
70 C -0.824 -0.847 3.080  -0.03
71 C -1.119 0.615 2.760  0.03
72 C 0.147 1.456 2.718  0.00
73 N 0.888 1.345 4.007  0.33
74 O 0.277 2.012 4.926  0.57
75 C 1.003 0.995 1.526  0.05
76 C -0.197 2.909 2.426  -0.01
77 C 1.615 -0.017 5.955  -0.01
78 H 2.876 0.170 3.053  0.00
79 H 3.243 -0.872 4.378  0.01
80 H 2.195 -1.453 3.099  0.00
81 H -0.671 -0.805 5.206  0.01
82 H 0.352 -2.011 4.465  0.00
83 H -0.314 -1.333 2.244  0.00
84 H -1.768 -1.384 3.207  0.00
85 H -1.631 0.692 1.799  0.01
86 H -1.811 1.015 3.508  -0.01
87 H 1.924 1.576 1.457  -0.03
88 H 0.437 1.149 0.607  0.00
89 H 1.271 -0.059 1.551  0.00
90 H -0.875 3.336 3.163  0.00
91 H -0.684 2.979 1.455  0.01
92 H 0.705 3.523 2.396  -0.01
93 H 2.417 0.700 6.134  0.00
94 H 1.974 -1.008 6.231  0.00
95 H 0.783 0.228 6.614  0.00
96 C -4.909 -2.069 3.218  0.04
97 C -5.933 -1.987 2.051  0.01
98 C -7.375 -2.167 2.550  0.02
99 C -7.839 -3.609 2.765  -0.02
100 C -7.449 -4.497 1.584  0.03
101 C -5.959 -4.407 1.271  0.02
102 N -5.572 -2.992 1.008  0.36
103 O -6.006 -2.621 -0.148  0.57
104 C -5.165 -5.008 2.444  0.02
105 C -5.614 -5.271 0.065  -0.01
106 C -5.823 -0.569 1.499  -0.03
107 H -4.096 -2.757 2.996  -0.02
108 H -4.427 -1.106 3.386  0.00
109 H -5.363 -2.376 4.161  0.00
110 H -8.053 -1.709 1.823  0.00
111 H -7.498 -1.601 3.475  0.00
112 H -7.437 -4.010 3.699  0.00
113 H -8.925 -3.620 2.881  0.00
114 H -7.713 -5.535 1.795  0.00
115 H -8.032 -4.204 0.706  0.00
116 H -4.092 -4.958 2.257  -0.01
117 H -5.434 -6.058 2.559  0.00
118 H -5.362 -4.534 3.402  0.00
119 H -6.181 -4.991 -0.820  0.00
120 H -5.842 -6.313 0.287  0.00
121 H -4.551 -5.201 -0.171  0.00
122 H -4.843 -0.394 1.051  0.01
123 H -5.952 0.139 2.317  0.00
124 H -6.584 -0.352 0.753  0.00
125 C 5.985 -4.903 5.440  0.02
126 C 5.253 -4.545 4.115  0.01
127 C 5.515 -5.598 3.026  0.02
128 C 6.832 -5.463 2.259  -0.02
129 C 7.072 -4.017 1.829  0.03
130 C 6.983 -3.049 3.004  0.03
131 N 5.660 -3.177 3.679  0.36
132 O 4.739 -2.646 2.949  0.56
133 C 8.147 -3.328 3.970  0.01
134 C 7.185 -1.616 2.531  0.00
135 C 3.762 -4.585 4.435  -0.02
136 H 6.558 -4.064 5.828  -0.01
137 H 5.277 -5.155 6.228  0.00
138 H 6.663 -5.751 5.326  0.00
139 H 4.703 -5.550 2.294  0.00
140 H 5.455 -6.589 3.478  0.00
141 H 7.669 -5.832 2.857  0.00
142 H 6.795 -6.101 1.374  0.00
143 H 8.053 -3.926 1.359  0.00
144 H 6.339 -3.742 1.065  0.00
145 H 8.114 -2.654 4.827  -0.01
146 H 9.092 -3.161 3.453  0.00
147 H 8.179 -4.348 4.345  0.00
148 H 6.460 -1.323 1.774  0.00
149 H 8.178 -1.513 2.094  0.00
150 H 7.109 -0.917 3.365  0.00
151 H 3.488 -3.802 5.144  0.00
152 H 3.523 -5.549 4.882  0.00
153 H 3.144 -4.472 3.545  0.00

Values from the calculation:
Frontier orbital gap (spin up / spin down) (eV): 8.27 / 8.73
Energy (eV): -122480.3679
2S+1: 4
LUMO energy (spin up / spin down) (eV): 0.2164 / 0.1729
Molar mass (g/mol): 1103.898



CH2BrClS | wB97M-V/def2-TZVPD

Last column: Mulliken charge in e.
Atoms and positions in Å:
1 C 0.229 -0.003 -1.634  -0.60
2 S 0.651 -0.051 3.063  0.04
3 Cl -1.297 -0.494 2.823  -0.06
4 Br -0.574 1.094 -0.317  -0.06
5 H 0.463 -0.944 -1.314  0.36
6 H 0.528 0.397 -2.620  0.32

Values from the calculation:
Frontier orbital gap (spin up / spin down) (eV): 9.34 / 6.14
Energy (eV): -94466.1946
LUMO energy (spin up / spin down) (eV): -0.2500 / -2.4712
Relative energy (zero: lowest compared OMol25 entry of this formula, charge and spin) (kcal per mole): 61.1
Molar mass (g/mol): 161.451



CH2O3S2 | wB97M-V/def2-TZVPD

Last column: Mulliken charge in e.
Atoms and positions in Å:
1 C -0.078 -0.167 -0.114  0.45
2 O 0.652 -0.400 1.017  -0.31
3 O 2.225 1.111 -0.518  -0.46
4 O -0.700 -1.244 -0.818  -0.46
5 S -0.832 1.436 -0.089  -0.16
6 S 1.698 -0.186 -0.297  0.44
7 H -1.517 -1.571 -0.220  0.35
8 H -1.449 1.021 1.041  0.14

Values from the calculation:
Frontier orbital gap (eV): 10.18
Energy (eV): -28879.8876
LUMO energy (eV): 0.2148
Relative energy (zero: lowest compared OMol25 entry of this formula, charge and spin) (kcal per mole): 36.0
Molar mass (g/mol): 126.158